# C32H49BLiN2O4P2

A structure of composition C32H49BLiN2O4P2 (the ωB97M-V functional and the def2-TZVPD basis, the Open Molecules 2025 dataset).

```
91
Properties=species:S:1:pos:R:3:forces:R:3:mulliken_charge:R:1
Li 1.0471 -0.2783 0.0437 0.096 -0.317 -0.405 0.436
C 0.3072 -4.1231 3.4382 0.032 -0.047 0.021 -2.094
C 0.7962 -2.6829 3.6166 0.055 0.017 0.031 1.942
C 0.9310 -2.3665 5.1092 0.040 -0.038 0.032 -1.768
C 2.1928 -2.5912 2.9736 0.022 -0.029 -0.012 -1.892
P -0.2513 -1.5296 2.5505 0.147 0.201 0.111 0.485
C 0.2158 0.1004 3.3503 -0.143 0.178 -0.111 -1.547
N -0.0397 1.2200 2.4613 -0.050 0.000 0.044 0.400
B -0.1189 1.1273 0.9999 -0.076 0.484 0.564 1.233
N -0.1946 2.5367 0.6263 -0.060 0.028 -0.155 0.428
C -0.1384 3.0160 -0.7431 -0.057 -0.096 0.202 -1.915
P 0.0622 1.5755 -1.9316 0.043 0.098 0.201 0.586
C 0.9941 2.4613 -3.3136 0.085 0.051 -0.014 1.799
C 2.4439 2.4939 -2.7925 0.015 0.026 -0.013 -1.909
C 0.9888 1.5856 -4.5702 0.005 -0.005 -0.035 -2.021
C 0.5862 3.8919 -3.6754 0.042 0.047 -0.085 -1.760
C -1.7185 1.2843 -2.4891 0.011 -0.017 -0.104 2.425
C -2.3416 2.3865 -3.3446 -0.060 0.006 -0.023 -2.112
C -2.5961 1.0936 -1.2454 -0.038 0.028 0.007 -1.842
C -1.7376 -0.0375 -3.2710 -0.034 -0.018 0.035 -2.099
C -0.1521 3.3654 1.7393 -0.023 -0.117 -0.245 -0.048
C -0.1782 4.7421 1.8604 -0.012 0.065 0.056 -0.682
C -0.0932 5.3052 3.1402 0.005 -0.085 -0.043 -0.740
C 0.0201 4.4991 4.2641 -0.005 -0.068 -0.072 -0.821
C 0.0498 3.1037 4.1470 -0.006 0.079 0.025 -0.538
C -0.0444 2.5417 2.8863 -0.010 -0.285 -0.034 0.543
C -2.0554 -1.6584 3.0854 -0.033 -0.105 -0.026 2.142
C -2.3129 -1.8810 4.5738 -0.093 0.023 0.034 -1.948
C -2.6872 -2.8061 2.2855 -0.012 -0.015 0.002 -1.795
C -2.7593 -0.3590 2.6705 -0.063 0.022 0.012 -2.124
H 1.0801 -4.8158 3.7899 -0.030 0.019 0.017 0.532
H 0.1152 -4.3521 2.3868 0.022 0.025 0.004 0.373
H -0.6029 -4.3291 4.0045 -0.005 0.027 -0.003 0.300
H 1.6711 -3.0431 5.5533 -0.027 0.005 -0.010 0.522
H -0.0009 -2.4969 5.6569 0.005 0.004 -0.024 0.287
H 1.2862 -1.3497 5.2820 0.003 -0.006 -0.013 0.284
H 2.8846 -3.2377 3.5250 -0.007 0.016 -0.017 0.543
H 2.6044 -1.5800 2.9784 -0.037 -0.008 0.029 0.340
H 2.1790 -2.9118 1.9308 -0.025 0.012 0.008 0.340
H 1.2781 0.0526 3.6073 0.057 -0.008 0.012 0.676
H -0.3286 0.2231 4.2941 -0.026 0.001 0.012 0.443
H 0.7202 3.6809 -0.8713 0.059 0.016 -0.003 0.901
H -1.0276 3.6035 -1.0049 -0.031 0.033 0.009 0.466
H 2.8058 1.4965 -2.5356 -0.033 -0.014 -0.022 0.317
H 2.5503 3.1194 -1.9031 -0.024 -0.013 -0.007 0.299
H 3.0975 2.9077 -3.5683 -0.012 0.004 0.021 0.537
H 1.2068 0.5410 -4.3303 0.016 0.011 0.025 0.333
H 1.7646 1.9347 -5.2604 -0.028 0.008 0.003 0.554
H 0.0351 1.6238 -5.0997 -0.004 0.010 0.018 0.268
H 0.6320 4.5605 -2.8141 -0.004 -0.018 0.000 0.277
H -0.4146 3.9567 -4.0992 0.040 -0.019 0.009 0.259
H 1.2855 4.2855 -4.4240 -0.020 -0.007 0.023 0.536
H -2.2923 3.3637 -2.8599 0.004 -0.012 0.015 0.315
H -3.4009 2.1549 -3.5065 0.014 0.006 -0.013 0.524
H -1.8709 2.4662 -4.3249 0.003 -0.020 0.013 0.386
H -2.6352 1.9890 -0.6206 0.004 -0.014 -0.036 0.288
H -2.2260 0.2832 -0.6189 0.019 -0.008 -0.014 -0.036
H -3.6166 0.8616 -1.5758 0.029 -0.004 0.031 0.659
H -1.1438 0.0085 -4.1851 -0.013 0.009 0.018 0.259
H -2.7690 -0.2813 -3.5526 0.020 0.000 0.009 0.498
H -1.3510 -0.8602 -2.6656 -0.025 0.059 -0.019 0.262
H -0.2589 5.3711 0.9815 0.005 0.008 0.009 0.461
H -0.1091 6.3825 3.2517 0.000 0.001 -0.005 0.379
H 0.0935 4.9533 5.2447 0.000 -0.003 0.003 0.368
H 0.1537 2.4775 5.0250 0.002 0.009 0.010 0.429
H -1.9705 -2.8579 4.9155 0.000 -0.007 -0.026 0.310
H -3.3926 -1.8263 4.7593 0.027 -0.012 0.013 0.507
H -1.8385 -1.1151 5.1907 -0.003 -0.005 -0.014 0.310
H -2.2555 -3.7752 2.5411 -0.008 0.026 0.001 0.320
H -2.5533 -2.6533 1.2122 0.001 0.020 0.024 0.304
H -3.7624 -2.8517 2.4930 0.023 -0.004 -0.003 0.493
H -2.4495 0.4900 3.2826 0.005 -0.023 -0.017 0.247
H -3.8398 -0.4958 2.7991 0.023 0.022 0.002 0.619
H -2.5621 -0.0964 1.6304 0.019 -0.041 0.007 0.290
O 4.6934 -1.4650 -0.9434 0.021 -0.033 0.037 -0.814
C 3.4636 -1.4427 -0.9542 -0.156 0.184 0.088 -0.092
O 2.6908 -0.8831 -0.1130 0.281 -0.274 -0.075 -0.866
C 2.7553 -2.1261 -2.1260 -0.092 -0.068 -0.168 -0.011
C 3.5044 -2.5069 -3.2324 -0.084 -0.008 -0.070 -0.602
C 2.9167 -3.0802 -4.3672 0.116 0.054 0.073 -1.004
C 1.5569 -3.2552 -4.3343 0.142 -0.001 -0.147 1.121
O 0.7453 -3.8107 -5.2968 -0.200 -0.075 -0.028 -0.526
C -0.5887 -3.6302 -4.8160 0.242 0.030 0.165 -0.311
O -0.5152 -3.2209 -3.4537 -0.078 -0.145 -0.125 -0.507
C 0.8079 -2.8978 -3.2374 -0.083 0.097 0.177 0.456
C 1.3662 -2.3330 -2.1208 0.084 -0.004 0.052 -0.232
H 4.5708 -2.3310 -3.1880 -0.007 -0.011 0.001 0.495
H 3.5009 -3.3710 -5.2307 -0.010 0.010 0.017 0.414
H -1.1223 -4.5767 -4.8785 -0.050 -0.043 -0.022 0.237
H -1.0857 -2.8556 -5.4061 -0.024 0.087 -0.033 0.278
H 0.7526 -2.0881 -1.2622 0.038 -0.017 -0.038 0.620
```
Positions in Å, forces in eV/Å.

Lowest unoccupied orbital energy, eV: 2.548
HOMO level, eV: -3.14
Electronic energy, eV: -64612.64031
Net charge: -1